1.
C50H122AsF6N6O23 | wB97M-V/def2-TZVPD

Computed properties:
Strongest force on any atom   3.67 eV/Å
Charge   -1
Energy   -6872.02391 a.u.
HOMO   -0.27167 Eh
Kohn-Sham gap   9.1 eV

Geometry (Å):
As (-0.4085, 0.2344, 0.5704)
F (-1.5787, -0.8963, -0.2474)
F (-1.5662, 1.5983, 0.4272)
F (0.7092, 1.3766, 1.2649)
F (0.8334, -1.0649, 0.7404)
F (0.2940, 0.6306, -1.0140)
F (-1.0441, -0.1576, 2.2608)
C (-0.3952, 3.1307, 7.3196)
C (-1.3099, 2.9812, 8.5066)
O (-1.6137, 1.5889, 8.6800)
C (-1.7837, 1.0118, 9.8826)
O (-1.5354, 1.5611, 10.9256)
O (-2.0794, -0.3521, 9.7260)
C (-2.2598, -0.9776, 8.5012)
H (0.4974, 2.5214, 7.4614)
H (-0.0770, 4.1666, 7.2024)
H (-0.8726, 2.8729, 6.3742)
H (-2.1720, 3.6409, 8.4081)
H (-0.7611, 3.3711, 9.3638)
H (-2.3644, -2.0481, 8.6782)
H (-1.4030, -0.8040, 7.8503)
H (-3.2260, -0.7306, 8.0612)
C (-5.4892, 11.9762, -7.5066)
C (-5.5629, 10.4268, -7.5913)
O (-4.4412, 9.7652, -7.0103)
C (-4.4407, 9.5295, -5.7060)
O (-5.3043, 9.8107, -4.9003)
O (-3.4060, 8.7318, -5.4322)
C (-3.2958, 8.0239, -4.1711)
H (-4.5505, 12.3295, -7.9334)
H (-5.6173, 12.4498, -6.5333)
H (-6.2166, 12.4416, -8.1717)
H (-5.5943, 10.0832, -8.6253)
H (-6.5020, 10.0498, -7.1863)
H (-3.9401, 8.2996, -3.3362)
H (-2.3099, 8.1156, -3.7155)
H (-3.5141, 6.9824, -4.4072)
C (6.4529, -2.8059, 12.3143)
C (6.3152, -1.7420, 11.2582)
O (5.2922, -2.1368, 10.3479)
C (5.2369, -1.5112, 9.1581)
O (5.8332, -0.4806, 8.8770)
O (4.3744, -2.1626, 8.3850)
C (3.9910, -1.7087, 7.1439)
H (5.4574, -3.0988, 12.6481)
H (7.0573, -2.4897, 13.1644)
H (6.8735, -3.7045, 11.8628)
H (7.2343, -1.5681, 10.6986)
H (6.0356, -0.8035, 11.7368)
H (4.7869, -1.6601, 6.4007)
H (3.7606, -0.6449, 7.2022)
H (3.1204, -2.2086, 6.7193)
C (8.4463, -12.3518, 2.6395)
O (7.5821, -11.2563, 2.9939)
C (7.9601, -10.5500, 4.1953)
C (7.2499, -9.1838, 4.2877)
N (5.8289, -9.3390, 4.4885)
C (5.1098, -8.0935, 4.3875)
C (3.6220, -8.4020, 4.3986)
O (3.3170, -9.0660, 3.1358)
C (3.0190, -8.1378, 2.0846)
H (8.0628, -12.8919, 1.7740)
H (8.4534, -13.0665, 3.4624)
H (9.4409, -11.9717, 2.4060)
H (9.0436, -10.4351, 4.1647)
H (7.7222, -11.1483, 5.0748)
H (7.4203, -8.6250, 3.3675)
H (7.7462, -8.5505, 5.0231)
H (5.3203, -9.9086, 3.8274)
H (5.4149, -7.5951, 3.4674)
H (5.4434, -7.3645, 5.1260)
H (2.9938, -7.5345, 4.6010)
H (3.3721, -9.0900, 5.2062)
H (3.9954, -7.8112, 1.7269)
H (2.3855, -7.3070, 2.3955)
H (2.5562, -8.6891, 1.2661)
C (-4.7268, -8.0080, 3.7478)
O (-4.0363, -9.0731, 4.3177)
C (-4.7644, -9.7716, 5.3299)
C (-3.6741, -10.6897, 6.0060)
N (-3.0791, -11.6082, 5.0214)
C (-4.0567, -12.5722, 4.4055)
C (-4.6870, -13.4678, 5.4515)
O (-5.6749, -14.1901, 4.7346)
C (-6.2689, -15.2023, 5.5073)
H (-4.7946, -7.1732, 4.4455)
H (-5.7212, -8.3140, 3.4230)
H (-4.2500, -7.6139, 2.8503)
H (-5.5718, -10.4097, 4.9707)
H (-5.2787, -9.1387, 6.0531)
H (-4.1136, -11.0788, 6.9244)
H (-2.8013, -10.1352, 6.3509)
H (-2.5226, -11.1131, 4.3394)
H (-3.5383, -13.2739, 3.7522)
H (-4.8569, -12.1606, 3.7903)
H (-5.1491, -12.9485, 6.2910)
H (-3.9011, -14.0958, 5.8714)
H (-5.5546, -15.8591, 6.0039)
H (-7.0287, -15.6761, 4.8857)
H (-6.8393, -14.7167, 6.2990)
C (5.0060, 13.9338, 1.8793)
O (4.2546, 12.7024, 2.0053)
C (3.3799, 12.4327, 0.9279)
C (2.7653, 11.0571, 1.2468)
N (3.7739, 10.0392, 1.3488)
C (3.3004, 8.9089, 2.0990)
C (4.4001, 7.8220, 2.3384)
O (5.4458, 8.2689, 3.1860)
C (6.4551, 7.3067, 3.1748)
H (5.4382, 14.1216, 2.8621)
H (4.3941, 14.8188, 1.7052)
H (5.8194, 13.9044, 1.1543)
H (3.9412, 12.2927, 0.0041)
H (2.5576, 13.1471, 0.8914)
H (2.0982, 10.7581, 0.4382)
H (2.0742, 11.1317, 2.0864)
H (4.5578, 10.4046, 1.8704)
H (2.4591, 8.4133, 1.6146)
H (2.8949, 9.3165, 3.0250)
H (4.8297, 7.6230, 1.3566)
H (3.8715, 6.9505, 2.7247)
H (7.1711, 7.5494, 2.3897)
H (6.1042, 6.2772, 3.2457)
H (7.0493, 7.4421, 4.0786)
C (5.1239, 5.4208, -6.0269)
O (6.0155, 6.4800, -6.3332)
C (6.1133, 7.5968, -5.4452)
C (6.8154, 8.7367, -6.0634)
N (8.2474, 8.6236, -6.1259)
C (9.0884, 9.6034, -6.8634)
C (10.5660, 9.1805, -7.0153)
O (10.6977, 7.9121, -7.6071)
C (11.9843, 7.4025, -7.5788)
H (5.5186, 5.0271, -5.0903)
H (5.0927, 4.7288, -6.8685)
H (4.1233, 5.8386, -5.9154)
H (6.5275, 7.2800, -4.4880)
H (5.0944, 7.9367, -5.2594)
H (6.5791, 9.6015, -5.4434)
H (6.3274, 8.7730, -7.0374)
H (8.3104, 7.8794, -6.8059)
H (8.9517, 10.6369, -6.5451)
H (8.7066, 9.5337, -7.8820)
H (11.1814, 9.3112, -6.1253)
H (10.9631, 9.9062, -7.7250)
H (12.2604, 7.4042, -6.5244)
H (12.6401, 8.0389, -8.1729)
H (12.0550, 6.4430, -8.0910)
C (-9.8296, -11.0324, 1.8899)
O (-9.9731, -10.2349, 0.7437)
C (-9.2929, -10.7094, -0.3789)
C (-9.2299, -9.5718, -1.4142)
N (-8.9026, -10.0627, -2.7687)
C (-8.9512, -8.9940, -3.8063)
C (-7.9806, -7.8582, -3.6808)
O (-8.1706, -7.0255, -2.5553)
C (-7.0834, -6.1323, -2.3731)
H (-8.7669, -11.0506, 2.1316)
H (-10.0839, -12.0833, 1.7518)
H (-10.2793, -10.5462, 2.7556)
H (-9.7911, -11.6169, -0.7202)
H (-8.2569, -11.0224, -0.2496)
H (-8.5211, -8.8236, -1.0594)
H (-10.2196, -9.1262, -1.5141)
H (-9.5297, -10.7887, -3.0845)
H (-9.9712, -8.6098, -3.7936)
H (-8.7494, -9.5108, -4.7445)
H (-8.2692, -7.2037, -4.5033)
H (-6.9201, -8.1030, -3.7395)
H (-7.1833, -5.5851, -1.4357)
H (-6.9883, -5.4117, -3.1855)
H (-6.1569, -6.6981, -2.2764)
C (-2.2607, 1.7827, -8.8545)
O (-2.0664, 2.8367, -9.8796)
C (-3.2907, 3.3849, -10.2727)
C (-3.1004, 4.6686, -11.2025)
N (-2.9047, 4.3311, -12.6258)
C (-1.6606, 3.5896, -12.8049)
C (-0.3714, 4.4621, -12.7675)
O (-0.5238, 5.7787, -13.3441)
C (-0.7012, 5.7449, -14.7647)
H (-1.3037, 1.4588, -8.4454)
H (-2.6803, 0.8807, -9.3000)
H (-2.7777, 2.0980, -7.9482)
H (-3.8745, 3.5981, -9.3772)
H (-3.9128, 2.6769, -10.8203)
H (-2.3268, 5.3080, -10.7771)
H (-3.9589, 5.3366, -11.1334)
H (-2.6863, 5.2412, -13.0054)
H (-1.7670, 3.1312, -13.7881)
H (-1.6921, 2.7613, -12.0970)
H (0.5262, 3.9657, -13.1362)
H (-0.0993, 4.7221, -11.7445)
H (-1.6489, 5.3182, -15.0933)
H (0.1560, 5.3287, -15.2940)
H (-0.6694, 6.7864, -15.0844)
C (-6.7252, 0.1990, 2.5665)
O (-5.9518, 0.2623, 3.7121)
H (-7.1419, -0.7976, 2.4208)
H (-7.5235, 0.9401, 2.5254)
H (-6.0583, 0.4655, 1.7465)
H (-5.0208, 0.0985, 3.5450)
C (-4.3689, 7.7782, 3.3160)
O (-4.1226, 8.1644, 4.6718)
H (-4.0413, 6.7652, 3.0825)
H (-5.4310, 7.8595, 3.0851)
H (-3.8468, 8.5546, 2.7568)
H (-4.2329, 9.1164, 4.6155)

Mulliken population analysis, charges in e, atoms 1 to 99: 2.00, -0.50, -0.50, -0.47, -0.50, -0.49, -0.54, -1.12, -0.22, -0.28, 0.73, -0.55, -0.33, -0.55, 0.29, 0.38, 0.30, 0.28, 0.30, 0.24, 0.28, 0.26, -1.10, -0.23, -0.32, 0.77, -0.58, -0.33, -0.65, 0.31, 0.30, 0.37, 0.30, 0.33, 0.31, 0.26, 0.27, -1.17, -0.19, -0.26, 0.72, -0.57, -0.30, -0.63, 0.31, 0.36, 0.30, 0.34, 0.27, 0.29, 0.28, 0.26, -0.72, -0.29, -0.63, -0.64, -0.38, -0.50, -0.60, -0.37, -0.68, 0.24, 0.29, 0.28, 0.46, 0.32, 0.37, 0.36, 0.32, 0.26, 0.39, 0.40, 0.29, 0.27, 0.31, 0.23, -0.77, -0.27, -0.39, -0.92, -0.37, -0.66, -0.36, -0.30, -0.77, 0.29, 0.29, 0.25, 0.28, 0.48, 0.34, 0.40, 0.30, 0.35, 0.33, 0.29, 0.34, 0.30, 0.26

2.
C50H129N7O22 | wB97M-V/def2-TZVPD

Computed properties:
Strongest force on any atom   3.13 eV/Å
SMILES   COCCNCCOC.COCCNCCOC.COCCNCCOC.COCCNCCOC.COCCNCCOC.COCCNCCOC.COCCNCCOC.OCCO.OCCO.OCCO.OCCO
Charge   0
Energy   -4020.42739 a.u.
HOMO   -0.31846 Eh
ΔE to the lowest compared entry with this formula, charge and spin   5.063 eV
Kohn-Sham gap   9.2 eV

Geometry (Å):
C (-0.3542, -0.5959, 3.0990)
O (-1.0585, -0.9753, 4.2477)
C (-0.3175, -0.8219, 5.4628)
C (-0.7909, -1.6424, 6.6757)
N (-0.6326, -3.0455, 6.5130)
C (-0.7384, -3.7598, 7.7364)
C (-1.0114, -5.2554, 7.3286)
O (-2.1019, -5.4421, 6.4254)
C (-1.9894, -6.6858, 5.7537)
H (0.2472, 0.3098, 3.1779)
H (-0.9984, -0.5539, 2.2207)
H (0.4814, -1.2843, 2.9727)
H (-0.2012, 0.1998, 5.8242)
H (0.6889, -1.1582, 5.2136)
H (-1.8396, -1.4789, 6.9239)
H (-0.1903, -1.2342, 7.4886)
H (-1.3845, -3.3410, 5.9069)
H (-1.5378, -3.3159, 8.3297)
H (0.0920, -3.5695, 8.4163)
H (-1.1998, -5.9386, 8.1567)
H (-0.1015, -5.5007, 6.7808)
H (-1.0532, -6.6237, 5.1990)
H (-2.8165, -6.7028, 5.0439)
H (-2.0244, -7.5348, 6.4363)
C (-4.6533, 2.2872, -3.5136)
O (-5.2932, 1.0670, -3.0170)
C (-5.4376, 1.0190, -1.6342)
C (-6.2148, -0.2698, -1.2420)
N (-6.6723, -0.2145, 0.1412)
C (-7.9296, 0.5005, 0.2782)
C (-8.5270, 0.1272, 1.6233)
O (-7.7851, 0.8257, 2.6116)
C (-8.1752, 0.5216, 3.9486)
H (-4.5831, 2.1672, -4.5947)
H (-3.7012, 2.4574, -3.0110)
H (-5.3288, 3.0852, -3.2054)
H (-6.0984, 1.8438, -1.3672)
H (-4.4739, 0.9903, -1.1258)
H (-5.5926, -1.1559, -1.3683)
H (-7.0219, -0.4903, -1.9407)
H (-6.8632, -1.1755, 0.3865)
H (-8.6412, 0.1183, -0.4537)
H (-7.8002, 1.5664, 0.0907)
H (-8.5881, -0.9572, 1.7148)
H (-9.5312, 0.5500, 1.6570)
H (-7.6952, 1.2822, 4.5644)
H (-7.7606, -0.4341, 4.2694)
H (-9.2379, 0.5274, 4.1910)
C (2.5113, -3.8045, -11.2593)
O (1.6747, -3.0260, -10.4121)
C (0.2396, -3.0422, -10.6425)
C (-0.5709, -2.0984, -9.7406)
N (-0.9607, -2.6899, -8.4537)
C (-1.7267, -1.7219, -7.5847)
C (-1.7873, -2.1473, -6.1334)
O (-2.1808, -0.9536, -5.4263)
C (-2.2620, -1.0390, -3.9922)
H (2.4527, -3.3044, -12.2260)
H (2.0582, -4.7947, -11.3071)
H (3.5587, -3.8828, -10.9678)
H (-0.2072, -4.0357, -10.6055)
H (0.0831, -2.8331, -11.7007)
H (-1.4471, -1.9624, -10.3745)
H (-0.0274, -1.1548, -9.6925)
H (-0.0540, -2.7523, -8.0132)
H (-2.6978, -1.7723, -8.0772)
H (-1.4044, -0.6832, -7.6576)
H (-0.8250, -2.4523, -5.7224)
H (-2.4079, -3.0366, -6.0235)
H (-2.9331, -1.8542, -3.7217)
H (-2.6050, -0.0715, -3.6257)
H (-1.2745, -1.3071, -3.6167)
C (3.1975, -2.7945, 1.7562)
O (3.7273, -1.6450, 1.0171)
C (3.0662, -0.4040, 1.3006)
C (3.6544, 0.7447, 0.4490)
N (3.0056, 1.0095, -0.8202)
C (3.7471, 1.9224, -1.7345)
C (2.8845, 2.0733, -3.0179)
O (1.7070, 2.8216, -2.5504)
C (0.9722, 3.5310, -3.5904)
H (3.8428, -3.6575, 1.5919)
H (2.2419, -3.1163, 1.3421)
H (3.1049, -2.5921, 2.8232)
H (3.3145, -0.2067, 2.3434)
H (2.0086, -0.6636, 1.2546)
H (4.6945, 0.4774, 0.2623)
H (3.5751, 1.7199, 0.9295)
H (2.8363, 0.1657, -1.3489)
H (4.7117, 1.4639, -1.9523)
H (3.9514, 2.9108, -1.3227)
H (2.5909, 1.1259, -3.4700)
H (3.3630, 2.6981, -3.7721)
H (0.9701, 2.8816, -4.4659)
H (1.4996, 4.4240, -3.9260)
H (-0.0401, 3.7825, -3.2741)
C (1.4262, 5.6562, 0.6948)
O (2.4986, 6.4328, 1.2646)
C (3.6985, 5.6303, 1.6049)
C (4.9130, 6.4364, 1.9499)
N (5.2194, 7.2701, 0.8538)
C (6.6032, 7.7311, 1.0110)
C (6.7373, 8.7759, 2.1446)
O (5.8611, 9.8671, 2.0257)
C (5.9350, 10.6654, 3.2404)
H (0.5516, 6.2291, 0.3867)
H (1.0014, 5.0200, 1.4714)
H (1.7917, 5.0289, -0.1182)
H (3.9729, 5.1475, 0.6670)
H (3.4714, 4.8274, 2.3063)
H (5.6558, 5.7011, 2.2592)
H (4.8943, 6.9980, 2.8839)
H (4.6539, 8.0965, 0.9858)
H (6.7862, 8.1772, 0.0335)
H (7.3091, 6.9033, 1.0794)
H (7.7931, 9.0429, 2.0994)
H (6.6807, 8.2507, 3.0981)
H (5.5089, 10.2200, 4.1394)
H (5.3813, 11.6018, 3.1727)
H (6.9648, 10.9880, 3.3938)
C (6.9593, -6.7094, -0.6106)
O (5.9294, -5.6977, -0.2840)
C (6.5187, -4.4649, -0.0260)
C (6.5830, -3.5548, -1.2044)
N (5.2725, -3.2882, -1.7826)
C (5.2785, -2.3196, -2.8526)
C (3.8029, -2.0101, -3.3871)
O (2.8666, -1.3862, -2.4311)
C (1.8931, -2.2898, -1.9501)
H (6.5765, -7.7048, -0.8362)
H (7.4684, -7.0718, 0.2825)
H (7.6395, -6.3583, -1.3865)
H (7.4793, -4.4981, 0.4880)
H (5.8824, -3.9763, 0.7119)
H (7.2018, -3.9584, -2.0058)
H (6.9735, -2.5926, -0.8729)
H (4.6135, -2.9464, -1.0978)
H (5.9037, -2.5970, -3.7014)
H (5.7709, -1.3824, -2.5929)
H (3.4403, -2.9160, -3.8729)
H (3.8097, -1.2554, -4.1735)
H (1.4174, -2.7583, -2.8117)
H (1.0938, -1.8755, -1.3357)
H (2.2803, -3.1719, -1.4402)
C (-2.9901, -2.8431, 0.7187)
O (-3.2135, -3.7490, -0.3291)
C (-2.2511, -3.8513, -1.3718)
C (-0.8712, -4.3628, -1.0640)
N (-0.9834, -5.7509, -0.6049)
C (0.3179, -6.3533, -0.3093)
C (1.0201, -5.6460, 0.8670)
O (0.0826, -5.4182, 1.8955)
C (0.6346, -5.0563, 3.1134)
H (-2.5942, -1.9046, 0.3306)
H (-2.1344, -3.3285, 1.1880)
H (-3.8905, -2.7700, 1.3288)
H (-2.1991, -2.8448, -1.7870)
H (-2.7377, -4.3336, -2.2196)
H (-0.4081, -3.8476, -0.2225)
H (-0.1926, -4.3036, -1.9149)
H (-1.2161, -5.8238, 0.3752)
H (0.9149, -6.4176, -1.2190)
H (0.2372, -7.4147, -0.0746)
H (1.4770, -4.7266, 0.5010)
H (1.8482, -6.2220, 1.2801)
H (0.7164, -5.8871, 3.8143)
H (-0.1820, -4.4511, 3.5071)
H (1.5666, -4.5228, 2.9267)
O (0.5156, 4.2267, 4.7879)
C (0.2436, 3.0835, 3.9216)
C (-1.2955, 2.8836, 3.8377)
O (-1.7731, 2.2484, 4.9671)
H (0.3695, 3.8959, 5.6772)
H (0.5766, 3.3460, 2.9175)
H (0.7083, 2.1697, 4.2919)
H (-1.6441, 2.3931, 2.9289)
H (-1.7522, 3.8692, 3.7473)
H (-1.6134, 2.6735, 5.8129)
O (0.7328, 2.5614, 0.4820)
C (-0.5352, 2.3130, -0.1679)
C (-0.7294, 0.8347, -0.5641)
O (-0.2529, 0.5548, -1.8224)
H (1.4542, 2.1906, -0.0314)
H (-1.2831, 2.5580, 0.5863)
H (-0.7230, 2.9685, -1.0182)
H (-1.7880, 0.5949, -0.4644)
H (-0.1865, 0.2670, 0.1917)
H (0.3936, 1.2210, -2.0671)
O (-2.3490, 6.4887, 0.4673)
C (-2.8633, 5.1384, 0.0466)
C (-4.3706, 5.2539, -0.1457)
O (-4.8790, 6.1236, -1.1265)
H (-2.4136, 6.9900, -0.3489)
H (-2.3590, 4.7008, -0.8150)
H (-2.7071, 4.4609, 0.8861)
H (-4.8146, 5.6000, 0.7877)
H (-4.6714, 4.2111, -0.2466)
H (-4.9954, 6.9984, -0.7487)
O (-4.8150, -0.3138, 2.3415)
C (-4.0922, 0.8219, 2.3316)
C (-4.6810, 1.9269, 3.1308)
O (-5.7525, 2.5255, 2.3991)
H (-5.5281, -0.1980, 1.7093)
H (-3.0871, 0.5611, 2.6630)
H (-3.9852, 1.0622, 1.2738)
H (-3.8792, 2.6463, 3.2969)
H (-4.9942, 1.5833, 4.1166)
H (-6.4918, 1.9400, 2.5785)

Mulliken population analysis, charges in e, atoms 1 to 99: -0.44, -0.24, -0.28, -1.31, -0.15, -0.89, -0.54, -0.32, -0.41, 0.19, -0.17, 0.82, 0.16, 0.34, 0.50, 0.48, 0.21, 0.45, 0.40, 0.42, 0.30, 0.08, 0.22, 0.31, -0.53, -0.48, 0.64, -1.38, 0.05, -0.81, -0.91, -0.41, -1.01, 0.24, 0.05, 0.37, 0.34, -0.29, 0.34, 0.40, 0.26, 0.48, 0.35, 0.42, 0.49, 0.29, 0.33, 0.36, -0.66, -0.31, -0.73, -0.57, -0.32, -0.68, -0.24, -0.35, -0.05, 0.27, 0.28, 0.23, 0.37, 0.45, 0.39, 0.37, 0.23, 0.27, 0.31, 0.12, 0.29, 0.45, 0.03, -0.03, -0.55, -0.35, -0.01, -1.16, 1.48, -0.88, -0.57, -0.21, -0.89, 0.43, -0.24, 0.52, 0.50, -0.14, 0.43, 0.31, -0.66, 0.46, 0.14, 0.25, 0.62, 0.37, 0.26, 0.15, -0.03, -0.46, -0.15